[1]
Formula: C3H8BrClSi
Source: OMol25
Level of theory: ωB97M-V/def2-TZVPD

The calculation puts the energy at -93682.717 eV. The calculation puts the orbital gap at 10.3 eV. The largest force on an atom comes out at 0.0806 Eh/bohr. The value obtained for the energy above the lowest of the compared OMol25 structures with the same formula, charge and spin is 70.7 kcal/mol. The calculation puts the HOMO energy at -9.98 eV.

Element x y z (Å)
C: 1.448 -0.009 -0.693
C: 0.117 0.120 1.483
C: 0.207 -0.381 0.087
Si: -1.256 0.218 -0.962
Cl: -0.082 -2.175 0.233
Br: -3.184 -0.245 0.036
H: 1.262 -0.311 -1.692
H: 1.473 1.022 -0.752
H: 2.445 -0.573 -0.299
H: -0.850 -0.343 1.907
H: 0.918 -0.078 2.147
H: -0.158 1.190 1.424
H: -1.019 2.155 -0.739
H: -1.321 -0.592 -2.180

Here are the natural (NBO) charges for atoms 1 to 8, given in e: -0.632 -0.650 -0.428 1.027 -0.079 -0.301 0.211 0.226


[2]
Formula: C20H26ClN3O3S
Source: OMol25
Level of theory: ωB97M-V/def2-TZVPD

The calculation puts the energy at -55133.630 eV. The calculation puts the orbital gap at 8.9 eV. The largest force on an atom comes out at 0.0183 Eh/bohr. The value obtained for the energy above the lowest of the compared OMol25 structures with the same formula, charge and spin is 0.0 kcal/mol. The calculation puts the HOMO energy at -8.31 eV. As for the SMILES: Cc1c(C(=O)N2CCCCC2)c(S(=O)(=O)NCc2ccc(Cl)cc2)c(C)n1C.

Element x y z (Å)
C: 0.795 2.853 -0.078
C: 0.680 1.429 -0.486
C: -0.150 0.441 -0.010
C: 0.199 -0.749 -0.696
C: 1.203 -0.449 -1.584
N: 1.489 0.878 -1.446
C: 2.501 1.607 -2.159
H: 2.079 2.517 -2.589
H: 3.319 1.884 -1.490
H: 2.898 0.990 -2.960
C: 1.867 -1.340 -2.568
H: 1.462 -2.341 -2.439
H: 2.945 -1.366 -2.414
H: 1.668 -1.012 -3.588
S: -0.574 -2.295 -0.325
O: -1.993 -2.083 -0.346
O: -0.028 -3.321 -1.171
N: -0.165 -2.657 1.240
H: -0.487 -1.909 1.849
C: 1.205 -3.064 1.456
C: 2.207 -1.948 1.294
C: 3.266 -2.065 0.404
C: 4.153 -1.020 0.211
C: 3.971 0.156 0.917
C: 2.937 0.288 1.828
C: 2.066 -0.768 2.019
H: 1.252 -0.659 2.718
H: 2.813 1.206 2.381
Cl: 5.051 1.489 0.651
H: 4.974 -1.113 -0.483
H: 3.392 -2.980 -0.155
H: 1.400 -3.851 0.725
H: 1.272 -3.489 2.463
C: -1.181 0.480 1.056
O: -0.996 -0.094 2.127
N: -2.298 1.181 0.808
C: -2.671 1.696 -0.488
H: -3.166 2.660 -0.326
C: -3.621 0.716 -1.193
C: -4.482 -0.019 -0.158
C: -4.723 0.874 1.055
C: -3.390 1.128 1.765
H: -3.421 2.068 2.331
H: -3.162 0.316 2.458
H: -5.412 0.397 1.752
H: -5.174 1.816 0.734
H: -5.429 -0.320 -0.605
H: -3.952 -0.920 0.155
H: -3.041 -0.024 -1.745
H: -4.242 1.270 -1.899
H: -1.779 1.866 -1.089
H: 0.119 3.047 0.750
H: 1.812 3.080 0.240
H: 0.541 3.525 -0.899

Here are the natural (NBO) charges for atoms 1 to 8, given in e: -0.653 0.179 -0.206 -0.385 0.199 -0.329 -0.411 0.209


[3]
Formula: C2H10NO
Source: OMol25
Level of theory: ωB97M-V/def2-TZVPD

Its total charge is +1. The calculation puts the energy at -5767.164 eV. The calculation puts the orbital gap at 11.3 eV. The largest force on an atom comes out at 0.0135 Eh/bohr. The value obtained for the energy above the lowest of the compared OMol25 structures with the same formula, charge and spin is 12.0 kcal/mol. The calculation puts the HOMO energy at -15.15 eV.

Element x y z (Å)
N: -1.881 0.645 -1.363
H: -2.069 1.138 -2.239
H: -0.876 0.715 -1.116
H: -2.501 1.009 -0.642
H: -2.047 -0.354 -1.499
C: 0.645 -0.716 0.860
O: 0.243 -0.598 -0.551
C: 1.357 0.538 1.318
H: -0.270 -0.889 1.420
H: 1.282 -1.596 0.937
H: 0.960 -0.972 -1.072
H: 2.360 0.613 0.906
H: 0.802 1.417 0.973
H: 1.435 0.604 2.398

Here are the natural (NBO) charges for atoms 1 to 8, given in e: -0.873 0.446 0.485 0.449 0.458 -0.068 -0.801 -0.639


[4]
Formula: C38H32N3O8ScTe
Source: OMol25
Level of theory: ωB97M-V/def2-TZVPD

The calculation puts the energy at -88772.471 eV. The calculation puts the orbital gap at 7.3 eV. The largest force on an atom comes out at 0.0247 Eh/bohr. The value obtained for the energy above the lowest of the compared OMol25 structures with the same formula, charge and spin is 1.7 kcal/mol. The calculation puts the HOMO energy at -8.31 eV.

Element x y z (Å)
Sc: 1.504 0.028 -1.746
N: 3.861 0.135 -1.752
C: 4.286 1.404 -2.381
C: 3.108 2.297 -2.746
O: 3.286 3.421 -3.134
O: 1.926 1.720 -2.579
H: 4.354 -0.018 -0.879
H: 4.078 -0.666 -2.352
H: 4.859 1.221 -3.289
H: 4.919 1.977 -1.706
C: -3.650 1.780 2.809
C: -2.798 1.319 1.654
C: -3.344 0.669 0.553
C: -2.585 0.233 -0.533
C: -3.242 -0.585 -1.604
O: -2.692 -1.560 -2.063
C: -4.627 -0.212 -2.060
C: -5.085 1.100 -2.036
C: -6.363 1.402 -2.487
C: -7.189 0.389 -2.954
C: -6.730 -0.923 -2.991
C: -5.449 -1.221 -2.553
C: -1.208 0.466 -0.543
O: -0.412 0.169 -1.567
C: -0.645 1.062 0.598
C: -1.421 1.506 1.657
C: 0.842 1.159 0.588
N: 1.595 0.108 0.525
C: 1.025 -1.208 0.886
C: 0.838 -1.306 2.390
Te: 2.492 -0.656 3.588
C: 1.498 1.095 4.187
C: 0.261 1.023 4.827
C: -0.412 2.186 5.179
C: 0.147 3.428 4.901
C: 1.389 3.504 4.286
C: 2.066 2.341 3.932
C: 1.493 2.483 0.515
C: 0.758 3.623 0.209
C: 1.398 4.849 0.103
C: 2.765 4.938 0.313
C: 3.503 3.803 0.636
C: 2.870 2.579 0.735
H: -4.700 1.544 2.641
H: -3.570 2.859 2.956
H: -3.347 1.303 3.744
H: -4.411 0.469 0.545
H: -4.433 1.893 -1.688
H: -6.712 2.427 -2.474
H: -8.189 0.623 -3.294
H: -7.369 -1.711 -3.367
H: -5.066 -2.232 -2.587
H: -0.938 1.987 2.506
H: 1.734 -1.963 0.551
H: 0.068 -1.406 0.397
H: 0.600 -2.328 2.680
H: 0.017 -0.659 2.702
H: -0.177 0.060 5.063
H: -1.372 2.121 5.677
H: -0.381 4.333 5.172
H: 1.831 4.467 4.069
H: 3.029 2.411 3.441
H: -0.306 3.546 0.027
H: 0.831 5.731 -0.163
H: 3.264 5.895 0.220
H: 4.569 3.881 0.810
H: 3.417 1.684 1.004
O: 3.547 -2.524 -3.105
C: 2.486 -2.780 -2.565
O: 1.637 -1.883 -2.138
C: 2.087 -4.201 -2.288
C: 0.876 -4.493 -1.669
C: 0.548 -5.807 -1.369
C: 1.449 -6.793 -1.710
C: 2.649 -6.538 -2.343
C: 2.966 -5.221 -2.630
N: 1.112 -8.206 -1.381
O: 0.115 -8.403 -0.723
O: 1.858 -9.068 -1.790
H: 0.188 -3.689 -1.442
H: -0.382 -6.069 -0.886
H: 3.308 -7.355 -2.595
H: 3.896 -4.967 -3.119

Here are the Mulliken charges for atoms 1 to 8, given in e: 0.732 -0.341 -0.503 0.590 -0.670 -0.573 0.171 0.348


[5]
Formula: C30H35F4N10O2RbSe
Source: OMol25
Level of theory: ωB97M-V/def2-TZVPD

The calculation puts the energy at -127547.064 eV. The calculation puts the orbital gap at 5.6 eV. The largest force on an atom comes out at 0.0241 Eh/bohr. The value obtained for the energy above the lowest of the compared OMol25 structures with the same formula, charge and spin is 16.2 kcal/mol. The calculation puts the HOMO energy at -6.27 eV.

Element x y z (Å)
Rb: -0.528 0.368 -0.116
C: 4.614 -0.068 -0.122
C: 3.089 0.025 -0.183
N: 2.423 -0.786 -1.199
C: 2.745 -0.364 -2.558
C: 1.706 -0.811 -3.584
C: 2.633 -2.218 -1.022
C: 2.195 -2.763 0.333
N: 0.805 -2.450 0.599
C: 0.353 -2.571 1.844
C: -0.967 -2.119 2.127
F: -1.692 -1.638 1.066
C: -1.552 -2.113 3.365
F: -2.803 -1.627 3.484
C: -0.890 -2.589 4.483
C: 0.384 -3.080 4.253
F: 1.077 -3.589 5.291
C: 0.984 -3.093 3.013
F: 2.212 -3.669 2.929
H: 4.991 0.604 0.651
H: 5.074 0.221 -1.069
H: 4.946 -1.077 0.126
H: 2.797 1.065 -0.359
H: 2.676 -0.255 0.788
H: 3.738 -0.728 -2.869
H: 2.794 0.727 -2.560
H: 1.793 -1.878 -3.805
H: 1.859 -0.279 -4.524
H: 0.692 -0.603 -3.234
H: 3.693 -2.489 -1.170
H: 2.082 -2.733 -1.809
H: 2.865 -2.361 1.102
H: 2.391 -3.845 0.310
H: -1.336 -2.586 5.465
Se: 2.843 7.897 3.149
N: 1.682 7.492 1.865
C: 1.537 6.195 1.874
C: 0.661 5.470 0.960
C: -0.128 6.119 0.010
C: -0.927 5.367 -0.819
C: -0.905 3.977 -0.686
N: -0.158 3.354 0.211
C: 0.605 4.076 1.037
C: 1.382 3.338 2.061
N: 1.240 2.008 2.106
C: 1.902 1.332 3.030
C: 2.756 1.928 3.958
C: 2.913 3.294 3.915
C: 2.213 4.024 2.954
C: 2.310 5.476 2.860
N: 3.070 6.202 3.635
H: -0.093 7.199 -0.051
H: -1.558 5.831 -1.565
H: -1.503 3.338 -1.330
H: 1.746 0.257 3.041
H: 3.271 1.322 4.690
H: 3.556 3.820 4.608
N: -3.826 0.763 -0.081
C: -3.626 -0.348 -1.006
C: -4.911 -0.809 -1.708
C: -4.796 -2.018 -2.638
C: -4.344 -3.326 -1.971
N: -2.923 -3.470 -1.661
C: -1.992 -3.546 -2.610
N: -0.702 -3.521 -2.317
N: -2.365 -3.819 -3.884
C: -2.498 0.042 -1.995
O: -1.892 -0.897 -2.566
O: -2.226 1.256 -2.091
H: -4.720 0.689 0.390
H: -3.807 1.625 -0.616
H: -3.273 -1.193 -0.414
H: -5.337 0.036 -2.257
H: -5.634 -1.069 -0.925
H: -4.151 -1.768 -3.481
H: -5.792 -2.224 -3.040
H: -4.614 -4.172 -2.609
H: -4.883 -3.464 -1.034
H: -2.599 -3.155 -0.759
H: -0.302 -3.086 -1.459
H: -0.084 -3.394 -3.102
H: -3.281 -3.494 -4.144
H: -1.674 -3.583 -4.579

Here are the Mulliken charges for atoms 1 to 8, given in e: 0.512 -1.523 0.112 1.079 -0.849 -1.140 -1.282 -1.357


[6]
Formula: C32H67CrN2O32
Source: OMol25
Level of theory: ωB97M-V/def2-TZVPD

Its total charge is +1. The spin multiplicity is 5. The calculation puts the energy at -131177.777 eV. The calculation puts the orbital gap (alpha / beta) at 7.9 / 7.9 eV. The largest force on an atom comes out at 0.0782 Eh/bohr. The calculation puts the HOMO energy (alpha / beta) at -10.05 / -10.15 eV.

Element x y z (Å)
Cr: 3.955 26.270 -31.601
C: 0.226 25.831 -33.882
C: 1.381 24.859 -33.582
C: 1.932 24.172 -34.852
O: 2.381 25.487 -32.830
H: -0.197 26.133 -32.923
H: -0.431 25.234 -34.515
H: 0.435 26.796 -34.343
H: 0.850 24.115 -32.988
H: 2.848 23.592 -34.734
H: 2.017 24.915 -35.645
H: 1.179 23.480 -35.228
C: -4.798 20.214 -33.009
O: -4.226 21.384 -33.488
C: -3.358 21.380 -34.484
O: -2.911 20.331 -35.007
O: -3.177 22.652 -34.901
C: -2.350 22.881 -36.040
H: -4.879 19.362 -33.685
H: -5.782 20.535 -32.667
H: -4.081 19.980 -32.222
H: -2.665 22.255 -36.876
H: -1.296 22.713 -35.818
H: -2.482 23.905 -36.389
C: 0.333 20.795 -33.362
O: 0.475 19.581 -32.642
C: 1.560 18.817 -32.812
O: 2.608 19.101 -33.445
O: 1.355 17.665 -32.086
C: 2.390 16.773 -31.932
H: 0.447 20.769 -34.446
H: 1.154 21.430 -33.030
H: -0.654 21.224 -33.186
H: 3.323 16.963 -32.461
H: 2.099 15.831 -32.398
H: 2.689 16.594 -30.899
C: 7.890 24.003 -32.460
O: 6.847 23.139 -32.784
C: 5.572 23.479 -32.455
O: 5.245 24.499 -31.848
O: 4.603 22.610 -32.920
C: 4.816 21.745 -34.038
H: 8.085 24.190 -31.404
H: 7.663 25.032 -32.737
H: 8.840 23.626 -32.840
H: 5.587 21.057 -33.691
H: 5.304 22.265 -34.862
H: 3.876 21.332 -34.404
C: 3.609 25.935 -39.940
O: 2.875 26.608 -38.972
C: 1.556 26.425 -38.871
O: 0.821 26.069 -39.764
O: 1.111 26.834 -37.681
C: -0.118 26.427 -37.182
H: 4.668 26.190 -39.981
H: 3.231 26.003 -40.960
H: 3.509 24.870 -39.731
H: -0.466 26.979 -36.309
H: -0.117 25.411 -36.787
H: -0.965 26.522 -37.861
C: 0.557 28.979 -31.297
O: 1.593 29.844 -30.833
C: 2.848 29.426 -30.867
O: 3.298 28.418 -31.380
O: 3.563 30.376 -30.188
C: 5.011 30.449 -30.239
H: 0.427 28.219 -30.528
H: 0.772 28.655 -32.316
H: -0.439 29.383 -31.481
H: 5.352 31.157 -29.484
H: 5.341 30.711 -31.244
H: 5.548 29.539 -29.970
C: -1.910 23.821 -31.839
O: -3.203 23.899 -31.217
C: -3.921 25.001 -31.346
O: -3.696 25.980 -32.075
O: -4.904 24.858 -30.454
C: -5.609 26.025 -29.958
H: -1.402 24.765 -31.640
H: -1.890 23.731 -32.925
H: -1.449 22.984 -31.315
H: -5.550 26.885 -30.625
H: -5.167 26.320 -29.006
H: -6.647 25.768 -29.743
C: -1.690 23.109 -40.707
O: -0.283 22.966 -40.458
C: 0.187 22.927 -39.205
O: -0.459 22.855 -38.144
O: 1.585 23.098 -39.287
C: 2.397 23.033 -38.099
H: -2.401 22.727 -39.974
H: -1.985 22.925 -41.740
H: -1.916 24.170 -40.600
H: 2.001 22.426 -37.285
H: 2.613 24.078 -37.880
H: 3.314 22.514 -38.380
C: 3.274 28.191 -35.337
O: 4.588 28.599 -35.027
C: 5.275 28.016 -34.087
O: 4.947 27.125 -33.296
O: 6.426 28.660 -34.145
C: 7.606 28.033 -33.597
H: 2.543 28.473 -34.580
H: 3.346 27.112 -35.201
H: 2.955 28.533 -36.321
H: 8.495 28.516 -34.003
H: 7.516 26.964 -33.792
H: 7.715 28.149 -32.518
C: 3.060 27.351 -27.411
O: 1.991 26.551 -27.953
C: 2.262 25.773 -28.974
O: 3.338 25.694 -29.633
O: 1.195 24.952 -29.094
C: 1.358 23.739 -29.851
H: 3.853 26.677 -27.089
H: 2.694 27.914 -26.552
H: 3.368 28.027 -28.209
H: 1.768 23.028 -29.134
H: 2.071 23.848 -30.668
H: 0.478 23.296 -30.316
C: -2.751 27.891 -34.811
N: -2.763 28.907 -33.749
O: -3.885 29.256 -33.372
O: -1.657 29.294 -33.353
H: -2.357 28.351 -35.718
H: -3.780 27.622 -35.050
H: -2.192 26.980 -34.596
C: 6.394 25.833 -37.289
N: 5.958 24.950 -36.110
O: 4.927 24.331 -36.203
O: 6.738 24.856 -35.199
H: 6.857 26.701 -36.820
H: 5.492 26.125 -37.825
H: 7.002 25.181 -37.916

Here are the Mulliken charges for atoms 1 to 8, given in e: 0.679 -0.508 0.863 0.525 0.279 0.275 -0.047 0.077


[7]
Formula: C7H14N3O
Source: OMol25
Level of theory: ωB97M-V/def2-TZVPD

Its total charge is +1. The calculation puts the energy at -13996.345 eV. The calculation puts the orbital gap at 9.8 eV. The largest force on an atom comes out at 0.0941 Eh/bohr. The value obtained for the energy above the lowest of the compared OMol25 structures with the same formula, charge and spin is 33.6 kcal/mol. The calculation puts the HOMO energy at -12.70 eV.

Element x y z (Å)
C: -2.287 -1.670 -0.509
C: -1.804 -2.040 0.693
C: -1.504 -0.543 -0.900
C: -1.991 -3.199 1.674
C: 3.050 2.320 -0.149
C: 0.688 2.501 -0.055
C: 1.816 1.585 -0.386
N: -0.717 -1.299 0.987
N: -0.489 -0.358 -0.050
N: 1.804 0.464 -0.916
O: -1.679 0.296 -1.914
H: -3.155 -2.095 -0.885
H: -1.257 -3.896 1.403
H: -2.985 -3.700 1.535
H: -1.791 -2.763 2.583
H: 3.068 3.031 -1.014
H: 2.935 2.928 0.724
H: 3.983 1.730 -0.103
H: 0.093 2.595 -0.859
H: 1.151 3.432 0.177
H: 0.180 2.138 0.851
H: -0.229 -1.271 1.816
H: 0.783 -0.015 -0.985
H: -2.247 -0.062 -2.586
H: 2.585 -0.111 -1.133

Here are the natural (NBO) charges for atoms 1 to 8, given in e: -0.426 0.257 0.498 -0.630 -0.683 -0.665 0.487 -0.361


[8]
Formula: C28H24BiN6O2
Source: OMol25
Level of theory: ωB97M-V/def2-TZVPD

Its total charge is +3. The calculation puts the energy at -48277.957 eV. The calculation puts the orbital gap at 3.9 eV. The largest force on an atom comes out at 0.0229 Eh/bohr. The calculation puts the HOMO energy at -14.01 eV.

Element x y z (Å)
Bi: 2.475 -2.843 -1.103
C: 7.098 -2.808 -0.140
C: 5.655 -3.127 0.033
O: 4.765 -2.413 -0.475
N: 5.391 -4.211 0.765
C: 4.074 -4.784 0.996
C: 3.230 -3.853 1.832
C: 3.249 -3.930 3.219
C: 2.570 -2.987 3.978
C: 1.890 -1.971 3.317
C: 1.881 -1.968 1.934
N: 2.526 -2.891 1.216
H: 7.236 -2.007 -0.862
H: 7.642 -3.690 -0.476
H: 7.533 -2.502 0.810
H: 6.184 -4.685 1.177
H: 4.208 -5.731 1.521
H: 3.588 -4.989 0.033
H: 3.783 -4.731 3.704
H: 2.571 -3.043 5.058
H: 1.374 -1.197 3.864
H: 1.341 -1.210 1.387
C: -7.772 6.421 -0.653
O: -6.371 6.604 -0.695
C: -5.559 5.575 -0.730
C: -4.173 5.870 -0.767
C: -3.247 4.867 -0.796
C: -3.649 3.513 -0.791
C: -5.029 3.222 -0.761
C: -5.964 4.221 -0.728
C: -2.663 2.483 -0.811
N: -1.346 2.666 -0.822
C: -0.787 1.453 -0.842
C: -1.798 0.453 -0.836
N: -2.965 1.138 -0.818
C: -1.515 -0.925 -0.838
C: -2.457 -1.963 -0.856
C: -2.027 -3.276 -0.874
C: -0.663 -3.547 -0.855
N: 0.252 -2.588 -0.836
C: -0.121 -1.273 -0.846
C: 0.891 -0.297 -0.886
N: 2.205 -0.705 -0.947
C: 3.199 0.194 -0.957
C: 2.959 1.549 -0.906
C: 1.647 2.013 -0.877
C: 0.596 1.099 -0.869
H: -8.207 7.419 -0.634
H: -8.068 5.876 0.247
H: -8.124 5.887 -1.540
H: -3.883 6.909 -0.766
H: -2.192 5.085 -0.824
H: -5.386 2.204 -0.758
H: -7.010 3.963 -0.695
H: -3.896 0.753 -0.835
H: -3.515 -1.745 -0.866
H: -2.735 -4.088 -0.901
H: -0.307 -4.566 -0.854
H: 4.200 -0.207 -0.998
H: 3.787 2.239 -0.900
H: 1.429 3.070 -0.867

Here are the natural (NBO) charges for atoms 1 to 8, given in e: 1.950 -0.722 0.746 -0.753 -0.565 -0.259 0.218 -0.204